(1)
DFT (wB97M-V/def2-TZVPD) results for C14H15N5O2S in the gas phase.

Output
HOMO	-7.776	eV
lowest unoccupied orbital energy	0.2	eV
SMILES string	CC(C)OC(=O)Nc1ccc2nc(-c3cscn3)n(N)c2c1
electronic energy	-37142.09679	eV
relative energy (zero: lowest compared OMol25 entry of this formula, charge and spin)	0.435	eV

Geometry as XYZ:
```
37
Properties=species:S:1:pos:R:3:forces:R:3:mulliken_charge:R:1
C 1.2136 4.8372 -4.2471 0.940 -0.952 0.499 -1.503
C 0.1721 4.1777 -3.3691 -0.661 1.354 0.403 0.726
C -0.9776 3.7571 -4.2392 -0.973 -0.510 0.141 -1.354
O 0.7426 3.0869 -2.5686 -0.093 0.427 -0.090 -0.473
C 0.0024 2.6477 -1.5214 -2.635 0.186 0.467 0.662
O -1.1184 3.0795 -1.2046 2.357 -0.331 -0.672 -0.649
N 0.5887 1.5768 -0.8940 0.027 0.711 -0.216 -0.040
C 0.0866 0.7913 0.1613 0.066 -0.859 0.674 0.719
C -1.0223 1.1333 0.9960 -0.084 0.373 -0.888 -0.440
C -1.5116 0.2420 1.9184 0.783 -0.595 0.076 -0.925
C -0.8328 -0.9774 2.1069 -2.310 0.056 1.175 0.628
N -1.2335 -2.0400 2.9594 1.588 -0.373 -1.444 -0.708
C -0.3415 -2.9897 2.6855 0.314 1.199 -0.327 0.175
C -0.3733 -4.3570 3.2758 -0.694 -0.444 0.574 0.147
C -1.3197 -4.7492 4.2105 1.043 -0.542 -0.314 -0.351
S -1.0248 -6.4224 4.7400 0.728 1.977 -1.437 -0.101
C 0.3409 -6.4361 3.6337 0.036 0.369 -0.217 -0.069
N 0.5403 -5.3470 2.9242 -0.396 -0.577 1.143 -0.557
N 0.6226 -2.5428 1.7379 -0.191 -2.104 1.181 0.332
N 1.7577 -3.2840 1.3030 0.243 0.937 -0.538 -1.013
C 0.2509 -1.2954 1.3254 0.871 -0.051 -0.106 0.475
C 0.7671 -0.4217 0.3635 -0.833 0.572 0.231 -1.110
H 1.9965 5.2397 -3.6082 0.327 -0.012 -0.234 0.355
H 1.6027 4.0921 -4.9408 0.363 0.024 0.000 0.368
H 0.8158 5.6381 -4.8575 -0.386 0.145 0.185 0.422
H -0.1858 5.0010 -2.6960 0.143 -1.072 -0.091 0.228
H -0.7923 2.8602 -4.8573 0.300 0.568 0.064 0.320
H -1.2279 4.6379 -4.8551 -0.048 -0.592 0.038 0.375
H -1.8447 3.5069 -3.6242 -0.009 0.108 -0.061 0.351
H 1.3947 1.1894 -1.3424 0.304 0.089 -0.192 0.177
H -1.5655 2.0612 0.8278 0.338 -0.233 -0.073 0.430
H -2.4064 0.4492 2.4815 -0.047 0.108 0.133 0.409
H -2.0893 -4.1057 4.6113 -0.029 -0.244 0.021 0.477
H 1.0157 -7.3064 3.5803 -0.594 0.517 -0.079 0.424
H 1.7015 -4.2442 1.6503 -0.027 0.502 0.100 0.432
H 2.6382 -2.7974 1.5639 -1.062 -0.586 0.163 0.211
H 1.6167 -0.6886 -0.2312 0.298 -0.148 -0.288 0.450
```
Positions in Å, forces in eV/Å.

(2)
DFT (wB97M-V/def2-TZVPD) results for C5H8O in the gas phase.

Output
HOMO	-9.790	eV
lowest unoccupied orbital energy	1.0	eV
SMILES string	O=CC1CCC1
electronic energy	-7361.04576	eV
relative energy (zero: lowest compared OMol25 entry of this formula, charge and spin)	1.210	eV

Geometry as XYZ:
```
14
Properties=species:S:1:pos:R:3:forces:R:3:mulliken_charge:R:1
O -0.6047 -2.1383 0.8092 -0.318 0.199 -0.317 -0.476
C -1.2430 -1.3564 0.1430 0.232 -0.078 0.048 -0.169
C -0.8564 0.0901 -0.0465 -0.102 0.021 0.106 0.179
C 0.1804 0.3383 -1.1897 -0.003 -0.023 -0.238 -0.752
C 1.3038 0.3994 -0.1312 0.125 -0.023 -0.055 -0.488
C 0.2250 0.5191 0.9665 0.031 0.072 0.195 -0.738
H -2.1745 -1.6844 -0.3649 0.126 -0.020 -0.028 0.353
H -1.7661 0.6950 -0.1273 0.112 -0.100 0.087 0.389
H 0.2567 -0.4183 -1.9766 -0.010 0.081 0.123 0.318
H 0.0106 1.3132 -1.6586 -0.025 -0.203 0.072 0.276
H 1.8607 -0.5392 -0.0607 -0.093 0.148 0.010 0.220
H 2.0115 1.2298 -0.2201 -0.125 -0.178 -0.009 0.318
H 0.3248 -0.1810 1.7972 0.039 0.242 0.023 0.300
H 0.0873 1.5411 1.3270 0.011 -0.138 -0.016 0.270
```
Positions in Å, forces in eV/Å.